Entry from OMol25: a cluster of 10 separate species, C48H114BF4N6O3 in total at a distorted geometry (ωB97M-V/def2-TZVPD).

The geometry in XYZ format:
```
176
Properties=species:S:1:pos:R:3
H -1.95412 -0.56403 -8.81575
C 6.02244 -2.05546 1.78735
H 7.77775 -3.10757 0.90433
H -3.96840 -0.38083 3.74516
H -5.15466 -1.24377 2.75417
H 7.54680 -1.54706 0.21347
H 5.08691 8.91742 -0.70602
C 4.01942 9.24897 -4.87381
C 2.69780 2.39876 5.73573
H 2.00963 1.48692 3.29898
H 3.94752 8.50752 -5.66780
H 3.06757 10.14871 -3.24212
H 4.98732 8.99107 -4.46070
F 1.12187 1.74116 -0.75117
O 3.09548 9.26894 -0.31513
H -1.56958 1.17266 -7.32074
H 2.52956 10.26139 1.25445
C 3.06436 1.55055 3.44559
C 2.51989 6.74012 -3.89134
H -5.40148 -9.82700 1.53417
C 3.92148 -2.33579 5.40735
H -3.48625 1.37818 4.96771
H 1.44580 9.18709 -1.87204
H -6.31987 3.55292 5.04723
C 7.45436 -2.08701 1.15808
H -4.71261 -12.71072 -0.57191
H -6.19450 3.55646 3.24725
H 5.40234 0.63747 4.06920
H -1.75673 -14.79105 -2.92086
H 3.48723 -1.30128 1.79825
C 5.25604 -3.94907 0.65936
C -4.47585 -1.93741 -8.60182
C -6.30276 -1.50779 -10.59900
C 2.81600 3.96901 3.85230
C 3.64249 -2.42346 1.71294
H -5.23612 2.98111 7.14707
C -2.04292 -11.59594 -0.06880
H 6.00936 -2.55789 2.70822
H -5.39213 -8.54452 0.55370
H -7.40544 2.53172 4.11193
H -1.37566 -10.71741 -0.22881
H 3.64071 6.99460 -1.54699
H 4.08947 -3.36851 5.63848
H 2.38933 5.04503 5.71687
H -3.45291 -9.25380 3.86535
H -7.11282 -0.82496 -10.79248
H 5.77925 -4.38373 1.49318
C 1.40950 3.17804 5.60858
H -3.69369 4.95944 3.37734
H 4.59661 -1.70668 6.02231
H 0.56688 8.34332 -3.09206
H -2.62393 4.82068 1.97323
H -4.59786 -10.25009 -0.82020
C -1.49630 -12.72468 -2.75478
C -3.84984 -9.94663 -0.06973
H 1.05255 5.08509 4.52309
N 4.89396 -2.53996 0.96635
H 5.85028 -3.97539 -0.24778
H -2.11810 -1.24536 -6.26247
H 2.88289 5.10123 -2.38339
H 3.69832 4.59035 3.55295
H -5.35038 -1.07695 4.42249
O -4.01875 3.22444 2.23557
H -4.91201 -0.45389 -5.88245
H 1.92923 4.60040 -3.72837
O 4.24843 -2.17896 4.04128
H -4.80409 -7.08766 2.10679
H 4.05611 -4.04280 3.20972
C -4.57626 0.03821 -6.74992
C -5.66501 1.15507 5.80147
H 4.35361 9.96661 -1.81972
N -5.45092 1.75813 4.35366
C 4.87700 2.64489 4.54157
H 2.45396 1.33871 5.96552
H 1.16403 5.69900 -2.47779
C 3.60342 -3.03515 3.10688
H 5.11667 3.45440 5.22013
C -4.97784 -0.56380 3.56189
H -3.56191 -2.02367 -5.93466
C -2.61708 1.12229 -7.60232
H -6.55246 0.52159 5.78925
H -2.35734 2.85748 3.38067
C -4.08450 -8.42188 3.60049
F 2.17637 2.83418 0.98015
C 4.74557 -1.70189 -0.28525
H -4.51021 2.05703 -7.34110
H 2.21945 3.68273 3.04377
C -4.03405 2.20495 4.43805
C 2.09031 5.51236 -3.04611
C -3.67857 4.61153 2.28463
H -4.82445 -0.43181 -10.17350
H -2.44141 -2.69162 -7.20025
C -1.18517 -13.89887 -3.02908
H -2.86404 -7.94509 1.75674
H -3.11087 -9.36104 -0.54087
H 2.57282 -3.09553 3.36261
H 0.64353 2.56493 5.08391
N 2.70803 8.04414 -3.06365
H -0.10881 -14.09095 -3.15593
H -3.54139 1.87511 -5.72554
H -1.55786 -12.42785 0.41508
H -6.94327 2.52386 6.89549
C 5.61048 1.37161 4.88721
C 3.89528 7.89321 -2.14722
H -5.88434 1.43076 7.73140
H 3.89606 11.00300 0.55162
C -5.91205 2.11914 6.93060
N -3.74072 -0.94762 -7.70146
C -2.89794 -1.83842 -6.74231
H 3.64167 1.61123 2.51233
C 2.88272 9.35730 -3.94813
N -3.27428 -11.35560 0.10874
H 2.82827 -2.13648 5.71103
F 2.65258 0.65574 0.55880
H 4.18821 -3.27937 -1.78481
H 8.16511 -1.73605 1.92890
C 3.85785 -2.32170 -1.38682
H 3.32392 0.54294 3.86279
H 1.87073 9.47551 -4.42931
H 7.75878 0.85207 4.92310
H 2.83977 -2.92796 1.09920
C 7.10428 1.69729 4.91114
C 1.86583 4.49021 4.95499
H -5.55133 1.08435 2.33377
H -3.85509 -2.34730 -9.33458
B 1.61309 1.60626 0.52932
H 5.16431 3.01430 3.51390
H -4.79805 0.52657 5.97249
H 3.35138 2.84082 6.45600
H 0.98276 3.43904 6.56976
C 4.14639 9.06385 -1.24914
H -5.40375 0.34022 -7.39516
H 4.24502 10.17421 -5.33393
H 5.69399 -1.55319 -0.73507
H 4.13829 9.55763 1.47747
N 3.36714 2.59676 4.39741
C -3.69166 1.27683 -6.66613
H -6.22764 -0.48778 -8.79420
F 0.62661 1.14942 1.47550
H 4.74282 7.67812 -2.83582
H -2.54296 -12.67275 -2.69333
H -0.63807 -11.02464 -12.71091
H -3.10717 1.42707 2.61404
C -4.21835 -12.45040 0.37088
H -5.92229 -2.35613 -11.34893
C -5.49899 -0.98156 -9.41686
H -3.33847 0.27654 -9.50706
H -5.06826 -12.13971 0.99056
C -4.66783 -9.16732 1.18888
H 2.77659 -2.36975 -1.23804
C 3.42090 10.02817 0.78871
H 3.44687 6.54968 -4.44538
H -6.83818 0.47142 3.27188
H 4.34788 -4.51113 0.55374
H -3.58834 -13.12646 0.92038
H 7.38574 2.30094 5.73976
C -4.09359 -7.97323 2.24812
H 5.40061 0.99334 5.87544
H -6.18937 -5.28839 -8.22584
H 5.80739 -0.94743 1.95896
H -5.00348 -2.59438 -7.95132
H -0.73010 -12.02825 -3.06578
H 4.34284 -0.76510 -0.03275
C -5.76872 0.66634 3.29426
H 3.96153 -1.61811 -2.23915
H 7.44755 2.30924 4.08884
H -2.30541 2.05593 -8.06207
H -4.36573 5.26749 1.75420
C 1.36493 8.24744 -2.37436
H -4.05105 3.08032 5.10411
C -2.82807 -0.01163 -8.46972
H 1.75959 6.95231 -4.61034
C -3.26580 2.41900 3.12527
H -4.95252 -8.05882 4.26308
H 1.38578 7.48185 -1.63456
C -6.39646 2.93752 4.14663
```

The value obtained for the molar mass is 910.3 g/mol. The HOMO energy comes out at -11.592 eV. The energy above the lowest of the compared OMol25 structures with the same formula, charge and spin comes out at 1931.3 kJ/mol. The LUMO energy comes out at -10.71 eV. The orbital gap is 0.88 eV. As for the net charge: +5.

---

Entry from OMol25: a structure of composition C18H31BrGeIO3Pt (ωB97M-V/def2-TZVPD).

The geometry in XYZ format:
```
56
Properties=species:S:1:pos:R:3
H 0.80182 3.14154 -0.99807
C 3.02266 1.63996 -1.86188
O -1.28446 1.00042 -1.07699
H 1.07480 2.84963 0.73166
H -2.60376 0.48826 -3.38201
C 0.02247 -2.75849 -3.21735
Ge 0.09285 0.29775 -2.42473
H -3.12888 -0.98993 -1.42258
C -0.27783 -2.72656 -1.72578
H 1.75144 -2.71589 -0.96275
H 3.87569 2.29503 -1.68667
H -2.40193 -3.00507 -2.04193
H -4.22636 2.59885 -0.78922
H -4.53897 0.00086 -1.03501
C -1.60325 -3.38919 -1.40824
I -1.06855 1.39652 2.29166
H 3.49395 0.06060 0.32569
C 1.73761 -1.12317 4.46403
H 2.42449 0.90274 1.47254
H -0.75652 -2.25097 -3.79001
C -3.46881 -0.11627 -0.86795
C 3.03759 1.01900 0.57418
H -3.19434 2.17456 0.55153
C 0.87086 -0.60515 3.51898
C 1.54882 2.87189 -0.24954
H -3.32884 -0.29473 0.20437
H -3.93960 1.57677 -3.04189
H 0.05611 -3.79397 -3.55491
H 3.83000 1.73031 0.80570
Pt -0.53391 -0.20023 0.32847
H 2.44070 2.07019 -2.67958
C -2.89525 1.37210 -2.80868
H 1.57082 1.42786 6.69224
C 2.19885 1.53783 -0.57880
C 1.98430 -0.38252 5.61134
O -0.41197 -1.29009 -1.39151
H 1.11202 -4.31546 -1.35910
H 2.66069 -0.77627 6.35711
H -2.30333 2.22809 -3.13679
Br 0.56361 -1.68956 1.97012
H 2.21278 -2.08362 4.31371
H 2.30576 3.65512 -0.23054
O 1.18362 0.52189 -0.85328
C 0.26207 0.61742 3.69802
C 0.50915 1.36186 4.84115
H 0.03716 2.32408 4.99167
H -1.52355 -4.46314 -1.57729
C -3.19634 2.35742 -0.52701
H 3.40152 0.66222 -2.16201
C -2.74172 1.13945 -1.31126
H 0.99263 -2.30877 -3.44280
H -2.57228 3.22226 -0.75028
C 1.37453 0.85173 5.79879
H 0.56553 -3.53357 0.09846
H -1.87616 -3.23720 -0.36060
C 0.85968 -3.34441 -0.93437
```

The value obtained for the molar mass is 769.9 g/mol. The HOMO energy (spin up / spin down) comes out at -15.707 / -15.674 eV. The energy above the lowest of the compared OMol25 structures with the same formula, charge and spin comes out at 0.0 kJ/mol. Its spin multiplicity is 2. The LUMO energy (spin up / spin down) comes out at -8.12 / -8.94 eV. The orbital gap (spin up / spin down) is 7.59 / 6.73 eV. As for the net charge: +2. As for the expectation value of S²: 0.755.

---

Entry from OMol25: a cluster of 3 separate species, H6O3 in total at a distorted geometry (ωB97M-V/def2-TZVPD).

The geometry in XYZ format:
```
9
Properties=species:S:1:pos:R:3
O 0.10297 -0.90476 0.34730
H -2.22920 0.54298 1.63407
O -1.94196 1.18290 0.95180
H -0.53192 -1.34330 -0.18009
H 2.41292 0.55123 -1.38181
H -1.01275 0.94928 0.76873
O 1.55625 0.41179 -1.79023
H 0.90729 0.16372 -1.13420
H 0.73640 -1.55385 0.78443
```

The value obtained for the molar mass is 54.0 g/mol. The HOMO energy comes out at -11.148 eV. The energy above the lowest of the compared OMol25 structures with the same formula, charge and spin comes out at 51.1 kJ/mol. The LUMO energy comes out at 0.31 eV. The orbital gap is 11.46 eV.

---

Entry from OMol25: a cluster of 2 separate species, C5H13NO2 in total at a distorted geometry (ωB97M-V/def2-TZVPD).

The geometry in XYZ format:
```
21
Properties=species:S:1:pos:R:3
H 0.28629 2.66203 2.22626
H 0.12131 -1.32300 -4.43272
C -0.60351 2.05588 2.02906
H -0.30467 -2.75675 0.59097
O -0.34542 -2.83021 -1.34052
C -0.32306 -2.15139 -0.32572
H -0.34017 2.02730 -0.20866
H -1.76188 1.31217 0.49629
H -1.27631 -0.36228 -0.85452
H 1.82574 1.12828 1.41152
N -0.02719 0.10735 0.71172
O 0.40428 -1.97035 -3.80091
H 0.51300 -0.45102 -1.26481
C 1.40494 0.19985 1.02655
H -1.34698 2.84843 2.12477
C -0.68134 1.42758 0.66124
H -0.70694 1.34934 2.84552
H 1.90681 0.19788 0.05221
H -0.20672 -2.18841 -3.06848
C -0.27322 -0.64771 -0.52792
H 1.73506 -0.63497 1.64816
```

The value obtained for the molar mass is 119.2 g/mol. The HOMO energy comes out at -9.019 eV. The energy above the lowest of the compared OMol25 structures with the same formula, charge and spin comes out at 237.7 kJ/mol. The LUMO energy comes out at 0.87 eV. The orbital gap is 9.89 eV.

---

Entry from OMol25: the molecule C6H9N at a distorted geometry (ωB97M-V/def2-TZVPD).

The geometry in XYZ format:
```
16
Properties=species:S:1:pos:R:3
N -0.62489 0.92607 0.78236
C 0.24288 -1.58523 0.27400
H 0.49158 -2.17896 1.13851
H 2.33265 -0.90967 -0.16551
C 1.30272 -0.82668 -0.51940
H -0.01976 1.86246 -1.07841
H 1.38982 1.55054 1.41202
H 1.21327 -0.81802 -1.60496
C -0.77294 1.26468 -0.56803
H -0.59257 -1.94204 -0.33215
H -2.38246 -0.06467 -0.56632
C -1.81928 0.67169 -1.14434
C 0.61063 0.80426 1.51057
C 0.38684 -0.15461 0.45966
H 0.42614 0.40884 2.50217
H -2.18463 0.99135 -2.10018
```

The value obtained for the molar mass is 95.1 g/mol. The HOMO energy comes out at -8.239 eV. The energy above the lowest of the compared OMol25 structures with the same formula, charge and spin comes out at 459.8 kJ/mol. The LUMO energy comes out at 1.08 eV. The orbital gap is 9.32 eV.

---

Entry from OMol25: a structure of composition C3H4BaO2 at a distorted geometry (ωB97M-V/def2-TZVPD).

The geometry in XYZ format:
```
10
Properties=species:S:1:pos:R:3
H -0.16427 -4.26336 -3.81343
C 0.20789 -4.32667 -2.78886
H 1.71804 -2.87934 -3.05647
H -0.01824 -5.24626 -2.24545
H 1.86196 -3.80524 -1.58852
O -0.89092 -0.99529 -0.59637
C 0.32890 -1.16564 -0.81133
C 1.13058 -3.43429 -2.31578
Ba -0.47646 1.08601 0.69353
O 1.19635 -0.37525 -0.37682
```

The value obtained for the molar mass is 209.4 g/mol. The HOMO energy (spin up / spin down) comes out at -11.312 / -12.169 eV. The energy above the lowest of the compared OMol25 structures with the same formula, charge and spin comes out at 17.4 kJ/mol. Its spin multiplicity is 2. The LUMO energy (spin up / spin down) comes out at -4.90 / -5.09 eV. The orbital gap (spin up / spin down) is 6.41 / 7.08 eV. As for the net charge: +1. As for the expectation value of S²: 0.762.

---

energy above the lowest of the compared OMol25 structures with the same formula, charge and spin of number 1 (C48H114BF4N6O3)? 1931.3 kJ/mol

---

Which value of energy above the lowest of the compared OMol25 structures with the same formula, charge and spin does entry 1 give? 1931.3 kJ/mol

---

Which formula does entry 1 have? C48H114BF4N6O3

---

What is the energy above the lowest of the compared OMol25 structures with the same formula, charge and spin in the first record? 1931.3 kJ/mol